Version i
{
  "formula": "C3H11NO",
  "method": "ωB97M-V with the def2-TZVPD basis set",
  "spin_multiplicity": 1,
  "gap_ev": 6.359,
  "e_homo_ev": -8.092,
  "e_lumo_ev": -1.73,
  "species": ["C", "C", "C", "N", "H", "H", "H", "H", "H", "H", "H", "H", "H", "H", "H", "O"],
  "coordinates": [[0.39, 1.01, 0.07], [-0.75, -0.03, -0.17], [-1.24, -0.04, -1.61], [1.59, 0.20, 0.23], [0.25, -1.67, -0.08], [0.46, 1.70, -0.83], [-0.22, -0.99, 0.20], [-1.60, -0.02, 0.44], [-1.45, 0.99, -1.92], [-0.38, -0.19, -2.23], [-2.13, -0.72, -1.94], [2.26, 0.86, 0.58], [0.27, 1.58, 1.02], [0.76, -1.34, 2.95], [1.32, -0.45, 1.14], [0.47, -0.87, 2.15]]
}

***

Version ii
{
  "formula": "C3H11NO",
  "method": "ωB97M-V with the def2-TZVPD basis set",
  "spin_multiplicity": 1,
  "gap_ev": 9.192,
  "smiles": "CCNC.O",
  "e_homo_ev": -8.364,
  "e_lumo_ev": 0.83,
  "species": ["C", "C", "N", "C", "H", "H", "H", "H", "H", "H", "H", "H", "H", "H", "H", "O"],
  "coordinates": [[-0.33, 0.66, 1.37], [0.18, -0.15, 0.15], [-0.11, -1.59, 0.39], [-0.47, -2.44, -0.74], [0.37, 1.46, 1.58], [-1.35, 0.98, 1.25], [-0.14, 0.07, 2.28], [-0.27, 0.14, -0.81], [1.24, -0.15, -0.06], [0.76, -1.93, 0.77], [-0.08, -3.45, -0.56], [0.14, -2.13, -1.60], [-1.48, -2.37, -1.12], [0.41, 3.21, -1.67], [0.68, 4.30, -0.50], [0.45, 3.39, -0.73]]
}

***

Energetically preferred structure: version ii | next structure: +0.2020 hartree

***

Version i
{
  "formula": "C3H11NO",
  "method": "ωB97M-V with the def2-TZVPD basis set",
  "spin_multiplicity": 1,
  "gap_ev": 9.937,
  "smiles": "CCCN.O",
  "e_homo_ev": -9.134,
  "e_lumo_ev": 0.80,
  "species": ["C", "C", "C", "N", "H", "H", "H", "H", "H", "H", "H", "H", "H", "H", "H", "O"],
  "coordinates": [[-0.64, 1.18, -0.91], [-1.70, 0.12, -1.25], [-1.11, -1.29, -1.43], [-0.35, 1.31, 0.55], [-0.87, 2.18, -1.28], [0.33, 0.91, -1.32], [-2.18, 0.43, -2.18], [-2.43, 0.13, -0.45], [-0.02, -1.27, -1.41], [-1.34, -1.71, -2.41], [-1.44, -1.96, -0.64], [0.31, 0.60, 0.83], [-1.22, 1.29, 1.05], [3.92, -0.35, 2.95], [4.72, -1.11, 4.01], [4.01, -0.47, 3.90]]
}

***

Version ii
{
  "formula": "C3H11NO",
  "method": "ωB97M-V with the def2-TZVPD basis set",
  "spin_multiplicity": 1,
  "gap_ev": 8.695,
  "smiles": "CC(C)N.O",
  "e_homo_ev": -7.947,
  "e_lumo_ev": 0.75,
  "species": ["C", "C", "C", "N", "H", "H", "H", "H", "H", "H", "H", "H", "H", "H", "H", "O"],
  "coordinates": [[-2.05, 0.16, 0.16], [-0.67, 0.46, -0.52], [0.09, 1.66, 0.08], [0.12, -0.76, -0.45], [-2.64, 1.02, 0.30], [-2.60, -0.42, -0.51], [-1.82, -0.45, 1.13], [-0.80, 0.61, -1.62], [1.16, 1.68, -0.27], [-0.48, 2.58, -0.16], [-0.11, 1.52, 1.10], [1.13, -1.19, -0.44], [-0.41, -1.59, -0.76], [2.63, -2.34, 0.82], [3.56, -1.33, 0.89], [2.89, -1.62, 0.26]]
}

***

Energetically preferred structure: version i | next structure: +0.0372 hartree

***

Version i
{
  "formula": "C3H11NO",
  "method": "ωB97M-V with the def2-TZVPD basis set",
  "spin_multiplicity": 1,
  "gap_ev": 9.670,
  "smiles": "CCNC.O",
  "e_homo_ev": -8.890,
  "e_lumo_ev": 0.78,
  "species": ["N", "C", "C", "C", "H", "H", "H", "H", "H", "H", "H", "H", "H", "O", "H", "H"],
  "coordinates": [[-1.07, -0.08, -0.94], [-1.19, -1.36, -1.61], [0.70, 1.44, -0.19], [0.29, 0.00, -0.47], [-1.75, -0.14, -0.18], [-0.41, -1.44, -2.37], [-2.18, -1.47, -2.10], [-1.07, -2.19, -0.89], [0.72, 2.07, -1.09], [1.71, 1.40, 0.25], [0.01, 1.90, 0.55], [0.40, -0.48, 0.52], [1.05, -0.45, -1.15], [1.01, -0.13, 3.22], [0.20, 0.34, 2.89], [1.58, 0.59, 3.56]]
}

***

Version ii
{
  "formula": "C3H11NO",
  "method": "ωB97M-V with the def2-TZVPD basis set",
  "spin_multiplicity": 1,
  "gap_ev": 10.006,
  "smiles": "CC(C)N.O",
  "e_homo_ev": -9.262,
  "e_lumo_ev": 0.74,
  "species": ["C", "C", "C", "N", "H", "H", "H", "H", "H", "H", "H", "H", "H", "H", "H", "O"],
  "coordinates": [[1.45, -0.67, 1.93], [0.75, -0.29, 0.64], [0.39, -1.48, -0.26], [-0.48, 0.42, 0.97], [0.82, -1.31, 2.55], [2.41, -1.12, 1.70], [1.73, 0.25, 2.45], [1.42, 0.34, 0.06], [0.57, -1.28, -1.31], [1.05, -2.32, -0.01], [-0.61, -1.84, -0.02], [-0.88, 0.78, 0.12], [-0.30, 1.21, 1.57], [-2.51, 1.75, -3.08], [-3.27, 2.89, -3.94], [-2.54, 2.66, -3.37]]
}

***

Energetically preferred structure: version ii | next structure: +0.0159 hartree